Entry 1:
126
Properties=species:S:1:pos:R:3:forces:R:3 method="wB97M-V/def2-TZVPD" e_tot_ev=-88192.0537 spin_multiplicity=1 e_above_lowest_kcal_mol=0.0 fmax_ev_per_a=2.27
C -1.7013 -1.6319 1.0764 -0.09 -0.37 -0.94
C -0.5661 -0.6315 0.8449 -0.39 0.90 0.67
C 0.5925 -0.9927 1.7641 0.39 -0.72 0.02
O -0.2190 -0.4821 -0.4974 0.11 -0.10 -0.48
H -2.1413 -1.6541 2.0721 0.36 0.12 0.18
H -1.3285 -2.6336 0.8255 -0.19 -0.04 0.17
H -2.5325 -1.4442 0.3870 0.08 -0.04 0.01
H -1.0080 0.3289 1.2208 0.34 0.10 0.03
H 1.5654 -0.5230 1.5968 -0.29 0.53 -0.24
H 0.8018 -2.0645 1.6429 -0.10 0.00 0.12
H 0.3376 -0.8726 2.8160 -0.07 -0.08 -0.02
C 0.9859 4.2303 6.5937 0.28 0.42 0.19
O 1.0745 2.9051 6.1353 -0.32 -0.30 0.15
C 1.4674 2.8103 4.7959 1.64 -0.05 -0.66
C 1.3192 1.3846 4.3067 -1.77 -0.02 -0.05
N 0.0603 0.8468 4.9469 0.70 -0.37 -0.44
H -0.0027 -0.1611 4.7424 0.22 -0.06 0.42
H 0.1778 0.9572 5.9612 -0.05 -0.38 -0.03
C -1.2024 1.4361 4.5191 -0.67 1.35 -0.22
C -2.3373 0.5390 4.9817 0.15 0.83 -0.36
O -2.0021 -0.7403 4.5398 -0.29 -0.19 0.30
C -2.6323 -1.7957 5.2433 0.30 -0.73 0.31
H 0.9399 4.2483 7.6811 -0.22 -0.34 -0.01
H 0.0922 4.7136 6.1848 0.11 0.16 -0.04
H 1.8897 4.7975 6.3443 -0.13 0.03 -0.26
H 2.5408 3.0104 4.6986 0.01 0.35 0.06
H 0.9830 3.5201 4.1154 -0.43 0.03 0.29
H 2.1223 0.6917 4.5225 0.12 0.12 0.34
H 1.0808 1.3495 3.2482 0.46 0.18 -0.26
H -1.2487 1.6429 3.4472 0.42 -0.74 -0.18
H -1.2912 2.4468 4.9246 -0.02 -0.17 0.43
H -3.2685 0.8780 4.5153 -0.10 0.03 0.12
H -2.4268 0.6773 6.0649 -0.06 -0.63 0.11
H -3.7255 -1.7569 5.2523 0.04 0.27 -0.29
H -2.2861 -1.8614 6.2808 0.07 0.26 -0.06
H -2.3031 -2.7095 4.7514 -0.16 0.00 -0.04
C 1.2544 -1.8517 -4.4587 0.17 -0.82 0.47
O 1.5984 -1.2296 -3.2282 -0.17 1.01 -0.46
C 2.8232 -0.5305 -3.3032 0.69 -0.27 -0.39
C 3.0497 0.2500 -2.0337 0.14 -0.78 -0.12
N 1.8645 1.0596 -1.7080 -0.55 0.26 1.16
H 1.0954 0.4736 -1.3039 -0.27 -0.75 -0.11
H 2.0721 1.5867 -0.8377 0.21 0.43 -0.25
C 1.2510 1.9681 -2.7068 0.19 0.11 0.06
C 2.1417 3.1476 -3.0025 0.01 0.56 0.04
O 3.2871 2.7173 -3.6946 -0.18 -0.49 -0.46
C 4.3889 3.5526 -3.5474 1.79 1.02 0.94
H 1.7633 -2.8243 -4.5108 0.29 0.39 -0.28
H 1.5021 -1.2301 -5.3163 -0.23 0.13 -0.07
H 0.2059 -2.1344 -4.3675 -0.01 0.49 -0.46
H 2.9022 0.1811 -4.1387 -0.62 -0.13 -0.08
H 3.6073 -1.2699 -3.5125 0.25 0.19 0.45
H 3.9325 0.8713 -2.1392 -0.09 0.20 0.05
H 3.1981 -0.4126 -1.1798 -0.03 -0.02 0.00
H 0.3488 2.3594 -2.2353 -0.10 -0.11 -0.04
H 0.9860 1.3634 -3.5716 0.01 0.16 -0.15
H 2.3890 3.6328 -2.0483 0.24 -0.17 -0.09
H 1.6236 3.9211 -3.5852 -0.23 -0.23 -0.11
H 4.3536 4.5546 -3.9955 -0.79 -0.11 -0.16
H 5.3154 3.1422 -3.9574 -0.47 -0.64 -0.31
H 4.6313 3.6936 -2.4862 -0.27 0.08 -0.10
C -5.4895 2.4574 -3.8154 -0.46 0.53 -0.83
O -5.1676 1.7321 -2.6680 0.66 0.17 0.21
C -4.4129 0.5625 -2.9159 -0.64 -0.34 0.10
C -3.6642 0.1583 -1.6853 0.99 -0.95 0.27
N -2.6238 1.1397 -1.2653 0.83 0.96 1.27
H -1.8460 0.7234 -0.7108 0.10 -1.24 -0.56
H -2.0899 1.5476 -2.0382 -0.50 0.14 -0.16
C -3.0758 2.2133 -0.3247 -0.42 0.30 -0.48
C -1.9275 3.0938 0.0917 0.06 0.40 0.14
O -1.2739 3.6396 -1.0341 -0.44 0.13 -0.26
C -0.4233 4.7098 -0.6388 0.31 0.08 0.47
H -6.0638 1.8945 -4.5619 0.06 -0.30 0.20
H -4.6155 2.8664 -4.3388 0.16 -0.11 0.19
H -6.1221 3.2956 -3.5280 0.07 0.00 0.19
H -3.6837 0.6398 -3.7371 -0.20 0.47 -0.07
H -5.1149 -0.2394 -3.1702 0.27 -0.22 0.02
H -3.0820 -0.7391 -1.9096 -0.31 -0.18 -0.07
H -4.2432 -0.0849 -0.7970 -0.36 0.14 -0.18
H -3.5055 1.7364 0.5556 0.09 -0.21 -0.05
H -3.8732 2.7857 -0.7956 0.11 -0.01 -0.15
H -1.1925 2.5830 0.7287 -0.10 -0.14 -0.01
H -2.3822 3.9081 0.6698 0.11 -0.06 0.17
H -0.1171 5.3092 -1.4923 0.03 -0.37 -0.26
H 0.4400 4.2978 -0.1065 0.13 0.19 -0.10
H -0.9359 5.4027 0.0378 -0.16 -0.14 0.00
C 4.6489 -3.6151 -1.6323 -0.23 0.84 0.49
O 3.2732 -3.2546 -1.5900 0.02 -0.34 -0.49
C 2.6475 -3.3919 -0.3345 -0.42 0.18 -0.07
C 1.2343 -3.9075 -0.5603 0.29 0.07 -0.62
N 0.5419 -2.9864 -1.4904 0.46 0.77 -0.16
H 0.4289 -2.0162 -1.0963 -0.53 0.34 0.62
H 1.2049 -2.7851 -2.2553 -0.12 -0.31 0.18
C -0.7594 -3.3566 -2.0946 -0.53 0.15 0.46
C -0.6469 -4.6405 -2.8610 -0.42 -0.67 0.25
O 0.3829 -4.4999 -3.8220 -0.47 -0.34 -0.13
C -0.0392 -4.6992 -5.1576 0.80 -0.05 -0.41
H 5.0164 -3.3345 -2.6156 -0.02 -0.30 -0.12
H 4.7923 -4.6736 -1.4127 0.08 -0.02 -0.10
H 5.1848 -2.9904 -0.9071 0.18 -0.28 0.04
H 2.5868 -2.3997 0.1264 0.20 -0.14 0.34
H 3.1535 -4.1082 0.3167 0.16 0.16 0.05
H 0.7237 -3.9839 0.3953 -0.30 -0.17 -0.13
H 1.3047 -4.8410 -1.1145 -0.09 -0.32 0.47
H -1.0450 -2.5146 -2.7268 0.18 -0.12 -0.21
H -1.5620 -3.3572 -1.3554 0.22 -0.36 0.22
H -1.6252 -4.9227 -3.2604 0.05 0.42 -0.40
H -0.4269 -5.5035 -2.2234 0.26 0.21 0.21
H -0.0667 -5.7598 -5.4234 -0.37 -0.01 0.18
H 0.7458 -4.2757 -5.7905 -0.10 0.08 0.00
H -0.9760 -4.1915 -5.3937 -0.12 -0.12 0.14
B 1.7360 -1.4016 6.3039 0.09 -0.91 0.99
F 2.8234 -0.5282 6.4272 -0.31 -0.03 -0.45
F 1.4076 -1.6696 4.9413 0.03 0.47 0.05
F 1.9903 -2.6124 6.9617 -0.07 0.46 -0.34
F 0.5865 -0.7826 6.9111 0.07 0.03 -0.17
B -4.9753 -3.2548 -1.4107 -0.74 -1.00 1.01
F -3.8255 -3.1769 -2.2410 -0.05 0.36 -0.21
F -5.5433 -4.5489 -1.4864 0.37 0.56 -0.30
F -4.5555 -3.0528 -0.0631 0.11 0.36 -0.42
F -5.9599 -2.2949 -1.7440 0.72 0.07 -0.21
B 3.3632 3.0629 0.7062 0.55 0.38 0.59
F 3.2199 4.3957 1.0918 -0.04 -0.25 -0.16
F 4.0539 2.3168 1.6552 -0.28 0.06 -0.14
F 2.0394 2.5091 0.5431 -0.29 -0.15 0.00
F 4.0092 2.9632 -0.5444 -0.16 -0.13 0.01

=====

Entry 2:
110
Properties=species:S:1:pos:R:3:forces:R:3 method="wB97M-V/def2-TZVPD" e_tot_ev=-69541.6660 total_charge=-1 spin_multiplicity=1 fmax_ev_per_a=0.47
C 0.0835 1.0226 2.5824 0.04 -0.02 -0.10
C -0.7048 2.3423 2.6947 -0.08 -0.09 -0.01
C -2.2101 2.1267 2.7938 0.08 -0.18 -0.03
F -2.7614 3.2602 3.4533 -0.01 0.03 -0.02
P -3.0636 1.7840 1.0995 0.23 0.10 -0.06
F -3.7447 1.4184 -0.4507 0.04 0.01 -0.04
P -5.0325 0.9581 1.9981 0.10 0.11 -0.02
O -5.3671 2.0975 3.1669 -0.29 -0.30 0.22
O -4.3933 -0.3191 2.8553 -0.19 -0.05 0.15
H 0.8456 0.9361 3.3640 -0.07 0.02 -0.06
H -0.5803 0.1562 2.6670 0.07 0.08 0.01
H 0.5849 0.9333 1.6147 -0.08 -0.02 0.07
H -0.5065 2.9554 1.8090 0.02 0.08 0.17
H -0.3925 2.9060 3.5812 -0.02 -0.05 -0.08
H -2.3941 1.2814 3.4756 0.03 0.15 0.06
H -2.5146 0.4031 1.1682 -0.04 -0.03 0.05
H -1.8788 2.2385 0.4011 -0.08 -0.06 -0.01
H -3.6662 3.1085 1.0599 -0.03 -0.03 0.02
H -4.6644 2.2184 3.8168 0.20 0.26 -0.21
H -3.4258 -0.2718 2.8987 0.06 -0.02 -0.18
C -8.9687 5.1171 2.5500 0.03 0.02 -0.02
C -9.6483 4.8612 1.2145 -0.02 0.01 0.00
O -8.8872 5.2554 0.0884 -0.02 0.01 0.01
C -7.6135 4.6253 -0.0354 0.05 0.01 0.02
C -7.6660 3.1137 -0.1190 0.02 -0.03 -0.01
H -8.7103 6.1726 2.6540 0.01 -0.01 0.00
H -9.6444 4.8422 3.3622 -0.01 0.02 0.00
H -8.0594 4.5269 2.6659 -0.02 -0.02 0.01
H -10.5676 5.4463 1.1459 0.00 -0.01 0.01
H -9.9321 3.8049 1.1400 0.02 -0.01 -0.02
H -6.9581 4.9284 0.7876 -0.01 0.00 0.00
H -7.1897 5.0409 -0.9501 -0.01 -0.01 0.00
H -8.0608 2.6642 0.7927 0.05 -0.01 0.01
H -6.6543 2.7243 -0.2438 -0.01 -0.02 -0.02
H -8.2783 2.7859 -0.9620 0.00 0.02 0.00
C -5.2840 -0.7261 -6.0773 0.04 -0.05 -0.03
C -6.1333 -0.9271 -4.8321 0.01 -0.01 0.00
O -5.3843 -1.1174 -3.6539 -0.02 -0.05 0.02
C -4.5112 -0.0520 -3.2829 0.09 -0.01 0.06
C -5.1891 1.2846 -3.0666 -0.11 0.01 -0.06
H -4.5995 -1.5676 -6.2042 0.01 0.02 -0.02
H -5.9249 -0.6633 -6.9591 0.00 -0.01 0.00
H -4.6932 0.1892 -6.0291 -0.03 0.01 0.01
H -6.7229 -1.8404 -4.9359 -0.02 0.02 -0.02
H -6.8428 -0.0980 -4.7241 0.03 0.04 0.04
H -3.7063 0.0431 -4.0229 0.00 0.00 -0.02
H -4.0579 -0.3728 -2.3466 0.00 0.02 0.00
H -5.6533 1.6758 -3.9759 0.03 -0.02 -0.03
H -4.4436 1.9985 -2.7202 -0.02 0.00 0.04
H -5.9497 1.2047 -2.2898 0.00 0.00 0.01
C 0.6526 -2.0710 -1.6451 -0.03 0.00 0.03
C 0.6088 -0.5814 -1.9395 -0.08 -0.06 0.06
O 1.3643 0.2090 -1.0369 0.02 0.09 -0.02
C 2.7467 -0.0709 -0.9588 0.01 -0.01 0.07
C 3.4979 0.1237 -2.2662 -0.03 0.02 -0.02
H 0.3077 -2.2632 -0.6277 0.01 0.01 0.01
H 0.0045 -2.6042 -2.3433 0.07 0.08 0.03
H 1.6575 -2.4844 -1.7516 -0.01 -0.01 -0.04
H -0.4135 -0.2184 -1.8317 0.01 0.03 -0.01
H 0.9167 -0.3893 -2.9749 0.04 0.00 0.00
H 2.9235 -1.0788 -0.5664 -0.02 -0.01 -0.02
H 3.1276 0.6225 -0.2079 0.02 -0.03 0.00
H 3.1617 -0.5693 -3.0391 0.02 -0.02 0.01
H 4.5636 -0.0499 -2.1041 0.00 0.02 0.00
H 3.3627 1.1406 -2.6384 0.00 -0.01 0.00
C 5.6937 -2.2993 3.6227 -0.03 0.01 0.01
C 5.6811 -1.7366 2.2115 0.01 0.00 0.00
O 4.7118 -0.7286 1.9975 -0.01 -0.03 -0.05
C 4.8222 0.4311 2.8065 -0.03 0.01 0.01
C 6.1413 1.1636 2.6453 0.09 -0.03 -0.06
H 4.7106 -2.6908 3.8882 0.01 0.01 0.00
H 6.4215 -3.1101 3.6872 -0.01 -0.01 0.00
H 5.9748 -1.5457 4.3593 0.03 -0.01 -0.01
H 5.4203 -2.5225 1.5013 0.01 0.00 0.00
H 6.6832 -1.3787 1.9435 0.00 0.03 0.01
H 4.6518 0.1837 3.8607 0.01 -0.02 0.00
H 3.9929 1.0654 2.4922 0.00 -0.01 0.01
H 6.9901 0.5561 2.9649 0.00 0.05 0.06
H 6.1421 2.0715 3.2504 -0.03 0.00 -0.01
H 6.2975 1.4447 1.6017 -0.02 0.01 0.00
C -2.2219 -3.7273 -5.4089 -0.03 0.05 0.06
C -0.8936 -4.4424 -5.2375 -0.01 0.01 -0.01
O -0.3906 -4.4250 -3.9130 0.02 -0.06 -0.06
C -1.2321 -4.9832 -2.9167 -0.02 -0.01 0.03
C -1.5658 -6.4481 -3.1391 0.02 -0.01 -0.02
H -2.1563 -2.6949 -5.0620 0.00 0.00 -0.01
H -2.5050 -3.7238 -6.4630 0.02 0.02 0.00
H -3.0250 -4.2130 -4.8532 -0.01 -0.01 -0.03
H -0.1223 -3.9452 -5.8271 -0.02 0.00 -0.02
H -0.9692 -5.4712 -5.6115 0.00 -0.01 0.05
H -2.1503 -4.3955 -2.8116 0.00 0.01 -0.02
H -0.6723 -4.8657 -1.9883 -0.02 -0.01 0.00
H -2.1465 -6.6027 -4.0496 -0.02 0.01 0.01
H -2.1607 -6.8170 -2.3022 0.01 0.00 0.00
H -0.6548 -7.0451 -3.2078 0.00 0.00 -0.01
C 10.7564 -1.4528 1.9879 -0.02 -0.02 0.02
C 10.1137 -0.1076 2.2778 -0.02 0.00 -0.02
O 9.5676 0.0034 3.5806 -0.07 0.00 0.01
C 10.4737 -0.1526 4.6578 0.00 -0.01 0.01
C 11.6015 0.8648 4.6721 -0.01 0.02 -0.02
H 10.0400 -2.2613 2.1421 0.01 0.01 0.00
H 11.0928 -1.4817 0.9504 -0.02 -0.01 0.00
H 11.6245 -1.6389 2.6216 0.02 0.01 -0.02
H 9.2645 0.0484 1.6112 0.01 0.01 -0.01
H 10.8248 0.7039 2.0850 0.01 -0.01 0.03
H 10.8809 -1.1703 4.6780 0.00 0.00 -0.03
H 9.8594 -0.0369 5.5512 0.01 -0.01 0.00
H 12.2538 0.7677 3.8032 0.01 -0.02 0.02
H 12.2147 0.7188 5.5627 -0.01 0.01 0.01
H 11.2025 1.8799 4.6888 0.00 -0.01 -0.01